[1]
{
  "formula": "C5H8N2",
  "method": "the ωB97M-V functional and the def2-TZVPD basis",
  "de_lowest_kcal_mol": 75.6,
  "homo_lumo_gap_ev": 7.42,
  "fmax_ev_per_a": 0.50,
  "homo_ha": -0.269,
  "multiplicity": 1,
  "species": ["N", "N", "C", "C", "C", "C", "C", "H", "H", "H", "H", "H", "H", "H", "H"],
  "xyz": [[-0.181, -0.817, 0.984], [-1.679, 0.413, -0.388], [0.349, -0.522, -1.384], [-0.281, 0.116, -0.137], [1.478, 0.802, 1.431], [0.775, -0.414, 1.802], [0.740, 1.147, 0.332], [-1.789, 0.809, -1.315], [-2.035, 1.094, 0.276], [1.300, -0.985, -1.109], [-0.834, -1.576, 1.124], [0.944, 1.980, -0.346], [0.972, -1.031, 2.681], [-0.319, -1.269, -1.822], [0.561, 0.252, -2.130]],
  "forces_ev_per_angstrom": [[0.205, 0.086, 0.137], [0.060, 0.275, 0.004], [0.030, -0.063, -0.146], [0.209, -0.100, 0.014], [-0.458, -0.043, -0.190], [-0.146, -0.226, 0.072], [0.144, 0.153, -0.034], [-0.001, -0.074, 0.103], [0.080, -0.058, -0.040], [-0.146, 0.046, -0.084], [0.173, 0.038, -0.044], [-0.022, -0.102, 0.168], [-0.073, 0.139, -0.107], [0.049, 0.063, 0.072], [-0.103, -0.133, 0.074]]
}

=====

[2]
{
  "formula": "C21H28CdN2OS",
  "method": "the ωB97M-V functional and the def2-TZVPD basis",
  "homo_lumo_gap_ev": 7.50,
  "charge": 2,
  "fmax_ev_per_a": 3.26,
  "homo_ha": -0.559,
  "multiplicity": 1,
  "species": ["Cd", "S", "O", "N", "N", "C", "C", "C", "C", "C", "C", "C", "C", "C", "C", "C", "C", "C", "C", "C", "C", "C", "C", "C", "C", "C", "H", "H", "H", "H", "H", "H", "H", "H", "H", "H", "H", "H", "H", "H", "H", "H", "H", "H", "H", "H", "H", "H", "H", "H", "H", "H", "H", "H"],
  "xyz": [[6.494, -14.380, 8.295], [8.784, -15.533, 8.255], [7.691, -12.049, 9.033], [9.589, -13.396, 9.593], [10.705, -13.774, 7.566], [4.170, -14.202, 3.730], [12.101, -10.047, 8.994], [4.959, -16.450, 4.611], [11.227, -11.113, 9.290], [10.180, -8.757, 8.275], [4.647, -13.698, 7.214], [4.819, -14.927, 4.902], [8.864, -13.775, 5.053], [2.679, -13.983, 8.651], [8.934, -12.132, 9.293], [11.033, -14.442, 6.304], [9.351, -9.797, 8.616], [9.716, -14.121, 8.381], [3.862, -13.302, 8.361], [4.114, -14.599, 6.260], [11.591, -8.878, 8.438], [2.046, -13.852, 10.034], [10.409, -13.738, 5.038], [2.904, -15.237, 6.573], [9.860, -11.010, 9.062], [2.155, -14.902, 7.690], [3.987, -16.891, 4.411], [4.206, -12.539, 9.036], [8.395, -13.747, 4.042], [11.564, -12.012, 9.768], [5.478, -16.916, 5.444], [11.298, -12.988, 7.841], [5.411, -12.924, 6.889], [12.207, -8.033, 8.158], [9.717, -7.877, 7.830], [10.846, -12.683, 5.015], [1.263, -14.609, 10.202], [9.095, -13.996, 10.257], [8.449, -14.726, 5.444], [5.871, -14.487, 4.852], [13.167, -10.255, 9.089], [1.567, -12.872, 10.209], [1.208, -15.341, 7.878], [8.279, -9.792, 8.435], [2.500, -15.972, 5.860], [3.938, -13.143, 3.901], [12.141, -14.438, 6.248], [2.786, -13.906, 10.848], [3.210, -14.630, 3.468], [5.595, -16.639, 3.736], [4.858, -14.220, 2.844], [8.523, -13.021, 5.720], [10.785, -15.498, 6.435], [10.851, -14.205, 4.193]],
  "forces_ev_per_angstrom": [[0.929, -0.083, 0.013], [-1.183, -0.432, -0.446], [2.780, -1.365, 1.031], [-0.763, 0.042, -0.762], [-1.396, -0.254, 0.633], [-0.081, 0.602, -0.846], [-0.255, -1.078, -0.380], [0.278, 0.901, 0.126], [0.372, 0.605, 0.151], [0.623, 0.174, -0.092], [-0.080, 1.880, -0.056], [1.336, 0.539, 0.110], [0.193, -1.414, -0.920], [-0.071, -0.354, 0.482], [-1.764, 1.247, -1.282], [0.616, 0.118, -0.781], [-0.828, -0.263, -0.741], [2.126, 0.503, 0.538], [-0.191, -1.523, -0.346], [0.659, -1.255, -0.824], [-1.343, 0.001, 0.211], [-0.538, 0.604, 0.041], [0.473, 0.753, 1.806], [-0.184, 0.077, -0.916], [-0.273, -0.157, 0.677], [1.869, 1.157, 0.729], [-0.005, -0.241, 0.171], [0.216, 0.260, 0.135], [0.528, 0.699, 0.702], [0.536, -0.266, 0.090], [-0.251, -0.366, 0.190], [-0.310, -0.136, 0.089], [-0.808, -0.600, -0.187], [0.173, -0.205, 0.017], [0.414, -0.059, 0.233], [-0.915, -1.168, 0.045], [0.444, 0.231, -0.103], [-0.124, 0.511, -0.139], [0.651, 0.185, -0.037], [-1.024, -0.512, 0.901], [-0.248, 0.481, 0.185], [0.096, -0.308, -0.398], [-0.679, -0.486, 0.103], [0.174, 0.494, 0.049], [0.213, 0.455, 0.387], [0.322, -0.138, 0.297], [-0.594, 0.211, -0.073], [-0.089, -0.310, -0.452], [-0.157, -0.372, -0.241], [-0.278, 0.329, 0.089], [-0.733, -0.217, 0.724], [-0.668, 0.986, 0.250], [-0.347, 0.165, -0.361], [0.158, -0.646, -0.822]]
}

=====

Which formula does entry 2 have?
C21H28CdN2OS

=====

What is the formula in the first record?
C5H8N2